1.
Formula: C3H3N3
Source: the Open Molecules 2025 dataset
Level of theory: the ωB97M-V functional and the def2-TZVPD basis

Summary:
strongest force on any atom: 1.752 eV Å⁻¹
energy relative to the best compared isomer or geometry (same formula, charge and spin): 4.726 eV
M: 81.078 g/mol
E_HOMO (alpha / beta): -8.708 / -8.457 eV
lowest unoccupied orbital energy (alpha / beta): -0.458 / -0.504 eV

```
9
Properties=species:S:1:pos:R:3:forces:R:3
C -0.087 0.960 -0.133 -0.6859 -0.0597 0.0189
C 1.403 0.039 -0.009 0.2887 -0.6336 0.0465
N 1.540 -1.155 -0.009 -0.0077 0.7130 -0.0180
N -0.398 -2.183 0.118 -1.4110 0.9708 0.1693
N -1.296 -1.518 0.228 1.3340 -1.1265 -0.1502
C -1.248 0.505 0.013 0.4370 0.3911 -0.0712
H 0.238 1.969 -0.333 -0.0342 -0.1237 0.0295
H 2.160 0.817 0.059 -0.0830 -0.1075 -0.0151
H -2.313 0.566 0.066 0.1621 -0.0239 -0.0097
```
Positions in Å, forces in eV/Å.

Atom charges from the Mulliken analysis, given in e for atoms 1 to 5: -0.4467, 0.1662, -0.4983, -0.1099, 0.0068

2.
Formula: C3H3N3
Source: the Open Molecules 2025 dataset
Level of theory: the ωB97M-V functional and the def2-TZVPD basis

Summary:
strongest force on any atom: 7.485 eV Å⁻¹
energy relative to the best compared isomer or geometry (same formula, charge and spin): 3.128 eV
M: 81.078 g/mol
E_HOMO: -9.976 eV
structure (SMILES): [H]/N=C1\C=NC=N1
lowest unoccupied orbital energy: -2.124 eV

```
9
Properties=species:S:1:pos:R:3:forces:R:3
H -2.464 0.588 -0.217 1.1522 -2.8489 1.0809
N -1.954 -0.418 -0.033 -1.3538 3.7803 -0.7488
C -0.736 -0.166 0.197 1.8043 -5.1698 -1.4532
C 0.140 0.898 0.153 3.9059 6.0242 -2.1165
N 1.482 0.591 -0.061 -4.9990 4.2848 1.6163
C 1.437 -0.746 0.062 -4.8882 -2.2954 -0.9918
N 0.238 -1.271 0.028 0.3120 -1.4059 1.9480
H -0.366 1.912 -0.080 1.7246 -1.1835 0.7642
H 2.224 -1.386 -0.048 2.3420 -1.1859 -0.0990
```
Positions in Å, forces in eV/Å.

Atom charges from the Mulliken analysis, given in e for atoms 1 to 5: 0.2779, -0.4626, 0.5500, -0.0705, -0.4550

3.
Formula: C3H3N3
Source: the Open Molecules 2025 dataset
Level of theory: the ωB97M-V functional and the def2-TZVPD basis

Summary:
strongest force on any atom: 1.045 eV Å⁻¹
energy relative to the best compared isomer or geometry (same formula, charge and spin): 3.486 eV
M: 81.078 g/mol
E_HOMO (alpha / beta): -9.071 / -9.072 eV
lowest unoccupied orbital energy (alpha / beta): -0.910 / -0.910 eV

```
9
Properties=species:S:1:pos:R:3:forces:R:3
C -0.128 0.319 0.431 0.3288 -0.1317 0.1680
C 0.535 -0.974 0.143 0.0299 0.0128 -0.1452
N 0.938 1.766 -0.024 -0.1083 -0.0429 -0.8934
N 0.679 1.520 -1.093 0.0126 -0.0571 1.0434
C -1.463 0.582 0.130 -0.8493 0.2192 -0.2164
N -2.604 0.782 0.033 0.6247 -0.1063 0.0313
H 0.048 -1.673 0.837 0.0050 0.0810 -0.0319
H 1.592 -0.951 0.409 -0.0518 0.0109 -0.0014
H 0.404 -1.370 -0.867 0.0084 0.0140 0.0456
```
Positions in Å, forces in eV/Å.

Atom charges from the Mulliken analysis, given in e for atoms 1 to 5: 0.0946, -0.9137, 0.0627, -0.1046, 0.3025

4.
Formula: C3H3N3
Source: the Open Molecules 2025 dataset
Level of theory: the ωB97M-V functional and the def2-TZVPD basis

Summary:
strongest force on any atom: 1.611 eV Å⁻¹
energy relative to the best compared isomer or geometry (same formula, charge and spin): 1.181 eV
M: 81.078 g/mol
E_HOMO: -10.804 eV
structure (SMILES): N#CC(N)C#N
lowest unoccupied orbital energy: 0.422 eV

```
9
Properties=species:S:1:pos:R:3:forces:R:3
N -1.722 -1.242 -1.139 0.2892 0.3655 0.7330
C -1.111 -0.632 -0.374 -1.1944 -1.0505 -0.2553
C -0.184 0.247 0.339 0.2720 0.0170 -0.5924
N 0.726 0.656 -0.754 0.7270 0.6865 0.5377
C 0.531 -0.404 1.474 0.6933 -0.4027 0.3498
N 1.127 -0.863 2.353 -0.8055 0.5254 -1.0310
H -0.745 1.083 0.808 0.4585 -0.1946 -0.6629
H 0.283 1.290 -1.416 -0.1095 -0.1724 0.3784
H 1.094 -0.135 -1.290 -0.3305 0.2257 0.5427
```
Positions in Å, forces in eV/Å.

Atom charges from the Mulliken analysis, given in e for atoms 1 to 5: -0.3857, 0.1181, 0.5201, -0.6537, -0.0223